Entry 1:
{"formula": "C30H58BBrNO41S9", "method": "ωB97M-V with the def2-TZVPD basis set", "spin_multiplicity": 1, "homo_lumo_gap_ev": 6.42, "homo_energy_ev": -5.1, "total_charge": -1, "symbols": ["C", "C", "C", "C", "C", "Br", "C", "C", "O", "B", "O", "C", "N", "O", "C", "O", "C", "C", "C", "O", "H", "H", "H", "H", "H", "H", "H", "H", "H", "H", "H", "H", "H", "H", "H", "H", "H", "H", "H", "H", "H", "H", "C", "C", "O", "S", "O", "O", "O", "H", "H", "H", "H", "C", "C", "O", "S", "O", "O", "O", "H", "H", "H", "H", "C", "C", "O", "S", "O", "O", "O", "H", "H", "H", "H", "C", "C", "O", "S", "O", "O", "O", "H", "H", "H", "H", "C", "C", "O", "S", "O", "O", "O", "H", "H", "H", "H", "C", "C", "O", "S", "O", "O", "O", "H", "H", "H", "H", "C", "C", "O", "S", "O", "O", "O", "H", "H", "H", "H", "C", "C", "O", "S", "O", "O", "O", "H", "H", "H", "H", "C", "C", "O", "S", "O", "O", "O", "H", "H", "H", "H"], "coordinates": [[1.157842, -2.644546, 0.473385], [0.332749, -2.003071, -0.792035], [1.035312, -2.328962, -2.218559], [0.273683, -1.601668, -3.476726], [0.445305, -2.432057, -4.848422], [-0.370460, -1.501302, -6.451212], [-0.202850, -3.918402, -4.823909], [-1.764759, -3.956918, -5.323884], [-1.147729, -1.623193, -3.189533], [-1.688142, -0.250677, -3.196076], [-2.812628, 0.098733, -4.104329], [-3.903283, -0.739712, -3.692693], [-4.786342, -1.463744, -3.224301], [-0.479793, 0.600488, -3.201483], [0.820808, -0.074119, -3.367643], [1.338026, 0.603609, -4.546703], [2.263417, 1.667743, -4.195051], [1.551658, 3.011876, -3.639601], [0.240862, 3.465858, -4.459734], [1.344210, 2.876893, -2.196953], [2.254545, -2.301752, 0.517125], [0.652730, -2.262726, 1.462434], [1.075599, -3.798483, 0.514630], [0.202128, -0.866914, -0.671670], [-0.723171, -2.492426, -0.727712], [1.045116, -3.486576, -2.313537], [2.162558, -2.022773, -2.169870], [1.590986, -2.504750, -5.065282], [-0.089300, -4.476541, -3.826481], [0.383407, -4.544212, -5.619095], [-2.363880, -3.037846, -4.970790], [-2.238648, -4.883770, -4.795385], [-1.818988, -4.058870, -6.482401], [-2.140249, -0.152689, -2.088379], [1.575387, 0.034691, -2.501136], [3.077607, 1.256712, -3.462591], [2.863861, 1.996421, -5.141768], [2.336242, 3.864283, -3.769241], [0.126187, 4.621205, -4.316444], [0.309858, 3.304765, -5.602756], [-0.742520, 3.006170, -4.066315], [1.341234, 3.783607, -1.802303], [4.785852, -2.835253, -7.746802], [3.981424, -3.515230, -8.845824], [3.853249, -4.873202, -8.425944], [3.794000, -4.921527, -6.802266], [2.417809, -4.994238, -6.405519], [4.789304, -5.844511, -6.339405], [4.320237, -3.409477, -6.526427], [5.852724, -3.058144, -7.843010], [4.640848, -1.753632, -7.738560], [4.473015, -3.457396, -9.817850], [2.976535, -3.088410, -8.920694], [-6.330042, -4.009876, -6.869129], [-6.683109, -4.413971, -8.294183], [-5.496183, -5.009357, -8.815917], [-4.700000, -5.749522, -7.606626], [-5.037564, -7.145045, -7.633808], [-3.348625, -5.274736, -7.597418], [-5.499390, -5.059100, -6.373275], [-5.751851, -3.081450, -6.853577], [-7.215231, -3.895769, -6.241244], [-6.987494, -3.562900, -8.904745], [-7.473838, -5.170728, -8.305408], [2.494601, 2.351217, 2.277837], [2.479209, 2.753837, 0.810882], [2.695670, 4.166047, 0.810927], [3.648272, 4.555313, 2.066929], [4.998799, 4.664044, 1.590493], [3.003080, 5.589965, 2.823551], [3.510141, 3.156496, 2.880323], [1.542125, 2.585816, 2.761757], [2.717827, 1.291637, 2.412380], [1.535721, 2.508276, 0.321798], [3.303632, 2.285857, 0.264902], [5.617578, 5.817951, 5.702947], [6.456710, 5.837379, 4.432095], [7.426686, 6.863474, 4.642089], [7.789199, 6.929791, 6.225281], [8.995229, 6.179547, 6.442347], [7.623168, 8.283837, 6.671806], [6.539409, 6.046315, 6.771058], [4.885787, 6.631151, 5.704731], [5.101888, 4.866058, 5.842383], [5.860596, 6.047106, 3.542905], [6.989789, 4.891245, 4.297351], [-4.256330, -3.377513, 2.461988], [-3.410992, -3.356408, 1.197266], [-2.443865, -2.329930, 1.415655], [-2.087551, -2.264138, 2.998618], [-0.882070, -3.012743, 3.219354], [-2.258658, -0.911625, 3.445840], [-3.338845, -3.149145, 3.535526], [-4.985112, -2.567752, 2.460922], [-4.771662, -4.329177, 2.597743], [-4.002101, -3.146056, 0.305151], [-2.875840, -4.301762, 1.063909], [-9.324254, -1.172009, 1.083467], [-8.233724, -0.477067, 1.885812], [-7.671582, -1.499029, 2.709634], [-7.749145, -2.917111, 1.920702], [-6.477485, -3.154816, 1.298500], [-8.390205, -3.875719, 2.773046], [-8.799886, -2.462295, 0.768866], [-10.228839, -1.309091, 1.683689], [-9.573990, -0.628630, 0.170187], [-8.621866, 0.339618, 2.495591], [-7.443320, -0.097711, 1.231175], [-13.519656, -1.451924, -1.515264], [-12.571630, -2.095207, -2.517790], [-12.101655, -1.018459, -3.327733], [-12.027421, 0.330589, -2.424959], [-10.675394, 0.493359, -1.971558], [-12.754466, 1.366627, -3.097350], [-12.919925, -0.201812, -1.175354], [-14.494978, -1.250009, -1.967737], [-13.654280, -2.065210, -0.622651], [-13.064217, -2.851343, -3.130296], [-11.708239, -2.541225, -2.014473], [5.031455, 6.087828, 11.637718], [6.097024, 7.064169, 11.158125], [7.060981, 6.258583, 10.480616], [6.305310, 4.999029, 9.785696], [6.069168, 5.323680, 8.400984], [6.960432, 3.791625, 10.202523], [4.896287, 5.130044, 10.588605], [5.356079, 5.561363, 12.540183], [4.076675, 6.580496, 11.829306], [6.561174, 7.610164, 11.980362], [5.684396, 7.775824, 10.436452], [9.398125, 1.537853, 8.905344], [10.461091, 2.516750, 8.427204], [11.425918, 1.713495, 7.747257], [10.670375, 0.454008, 7.051631], [10.430995, 0.778074, 5.674344], [11.326418, -0.752352, 7.465215], [9.263680, 0.580811, 7.853917], [9.724257, 1.010076, 9.806529], [8.442793, 2.028752, 9.098558], [10.924759, 3.062179, 9.250023], [10.046431, 3.229028, 7.707221]], "forces_ev_per_angstrom": [[-0.79, 0.77, 0.41], [0.09, -0.74, 0.26], [0.09, -0.98, 0.42], [-0.19, -1.26, 0.46], [1.54, -0.73, 0.99], [0.80, -0.13, 0.88], [-0.38, -0.15, -1.48], [0.23, -0.45, 0.67], [1.97, 0.24, -1.38], [2.05, -0.48, 3.25], [-4.49, -3.33, 0.16], [-0.80, -1.03, 1.50], [5.09, 4.41, -3.12], [1.69, -0.12, -0.08], [-3.81, 1.02, -1.07], [1.86, -0.14, 1.11], [0.36, 0.36, -0.17], [0.79, 0.24, -0.63], [-0.48, 0.92, 0.31], [0.03, 1.10, -0.60], [-1.53, -0.66, -0.24], [0.99, -0.75, -1.89], [0.30, 1.90, -0.29], [0.17, -1.69, -0.10], [1.87, 1.11, -0.47], [-0.09, 1.89, -0.02], [-1.94, -0.39, -0.19], [-2.09, 0.12, 0.12], [-0.13, 1.25, -1.33], [-1.04, 1.22, 1.63], [1.11, -1.45, -0.55], [0.69, 1.50, -1.21], [0.09, 0.17, 2.42], [-0.80, 0.33, 0.73], [-1.38, 0.12, -1.17], [-1.52, 0.94, -0.93], [-1.36, -0.78, 1.40], [-1.11, -1.45, 0.02], [0.26, -1.92, -0.21], [0.12, -0.02, 1.94], [1.91, 0.34, -0.62], [-0.09, -1.08, -0.70], [0.42, 0.06, -0.42], [-0.42, 0.61, -0.01], [0.46, -0.11, 0.80], [-0.27, 0.06, 0.07], [1.46, -0.17, -0.16], [-0.94, 0.56, -0.37], [-0.52, -0.68, -0.26], [-0.05, 0.03, -0.04], [-0.13, -0.18, 0.22], [0.00, -0.27, 0.15], [0.09, 0.06, 0.00], [0.01, 0.70, -0.21], [-0.53, -0.18, 0.30], [0.52, -0.02, 0.57], [0.19, 0.14, 0.25], [0.47, 1.02, 0.10], [-1.27, -0.84, -0.39], [0.12, -0.67, -0.81], [-0.08, -0.04, 0.03], [0.21, -0.20, 0.05], [0.28, -0.12, -0.04], [-0.02, 0.08, 0.02], [-0.80, -0.20, -0.19], [0.22, -0.92, -0.09], [0.33, 0.63, 1.10], [-0.44, -0.66, -0.47], [-0.91, 0.26, 0.72], [0.82, -0.49, -0.58], [0.50, 0.89, -0.55], [0.05, -0.06, -0.05], [0.18, 0.22, 0.06], [0.11, 0.24, -0.01], [-0.14, -0.02, 0.01], [-0.38, 0.32, -0.53], [-0.20, -0.69, -0.03], [0.15, 0.54, 0.82], [-0.67, -0.41, -0.61], [-0.77, 0.80, 0.21], [0.52, -0.93, -0.23], [2.62, 2.68, -5.38], [0.00, -0.09, -0.06], [0.22, 0.08, 0.20], [0.25, 0.18, 0.12], [-0.12, 0.02, -0.03], [-0.15, 0.36, -0.18], [-0.23, -0.70, -0.08], [0.05, 0.46, 1.18], [-0.38, -0.32, -0.53], [-0.84, 0.82, 0.25], [0.50, -0.97, -0.25], [1.18, 0.22, -0.18], [0.49, -0.11, 0.17], [0.24, 0.13, 0.20], [0.21, 0.24, 0.10], [-0.08, 0.02, -0.01], [-0.43, 0.49, 0.28], [0.12, 0.43, -0.70], [-0.33, -1.02, -0.16], [-0.25, 0.27, -0.25], [-1.98, -0.25, 0.07], [0.82, 0.61, -0.61], [0.85, -0.19, 0.53], [0.04, 0.05, 0.00], [0.15, -0.24, -0.03], [0.10, -0.27, 0.14], [-0.12, 0.03, 0.01], [-0.47, -0.33, -0.33], [0.22, -0.39, 0.53], [-0.39, 0.84, 0.36], [0.12, 0.01, -0.17], [-1.19, 0.14, -0.26], [0.85, -0.78, 0.52], [0.72, 0.07, -0.47], [0.05, -0.06, 0.02], [0.15, 0.25, 0.00], [0.09, 0.27, -0.12], [-0.10, -0.04, 0.00], [0.20, 0.10, 0.59], [-0.56, 0.42, -0.14], [-0.27, -0.95, -0.03], [-0.45, 0.00, -0.09], [-1.13, -2.92, 6.27], [-0.19, 0.87, -0.46], [0.64, 0.25, -0.36], [-0.02, 0.09, -0.01], [0.05, -0.17, -0.22], [0.17, -0.22, -0.15], [-0.01, -0.01, 0.10], [0.13, 0.23, 0.64], [-0.63, 0.45, -0.14], [-0.23, -0.97, -0.04], [-0.11, 0.17, -0.05], [0.24, -0.60, 1.09], [-0.38, 0.94, -0.57], [0.73, 0.14, -0.68], [-0.01, 0.06, -0.03], [0.06, -0.16, -0.20], [0.15, -0.21, -0.15], [-0.02, 0.01, 0.12]]}

***

Entry 2:
{"formula": "C4H10S", "method": "ωB97M-V with the def2-TZVPD basis set", "spin_multiplicity": 1, "de_lowest_ev": 1.480, "homo_lumo_gap_ev": 10.05, "homo_energy_ev": -9.1, "smiles": "C=C.CCS", "symbols": ["C", "C", "H", "H", "H", "H", "C", "C", "S", "H", "H", "H", "H", "H", "H"], "coordinates": [[-3.796224, 4.750693, 3.336682], [-2.866276, 5.311114, 2.566914], [-4.817842, 5.054388, 3.232682], [-3.674435, 3.985509, 4.094334], [-3.083847, 6.204405, 1.981444], [-1.886416, 4.862088, 2.577925], [1.904701, -3.229919, -2.800846], [1.482959, -1.946705, -2.077506], [1.531704, -2.144549, -0.273303], [2.250753, -2.907766, -3.793902], [1.126216, -3.951752, -3.051662], [2.750922, -3.673220, -2.270138], [2.034356, -1.053154, -2.476578], [0.438918, -1.825594, -2.363327], [0.338073, -1.691055, 0.160910]], "forces_ev_per_angstrom": [[-0.24, 0.34, -0.30], [-0.35, -0.54, 0.77], [-0.47, 0.49, 0.18], [0.52, -0.24, -0.40], [0.12, -0.51, -0.18], [0.43, 0.46, -0.07], [1.00, 0.68, -0.68], [-1.14, 0.14, -0.81], [0.40, -0.04, 0.36], [0.24, -0.16, 0.19], [-0.11, 0.04, 0.80], [-0.16, -0.33, -0.27], [-0.31, -0.87, 0.80], [-0.06, 0.49, 0.16], [0.13, 0.06, -0.55]]}

***

Entry 3:
{"formula": "C4H8ClN", "method": "ωB97M-V with the def2-TZVPD basis set", "spin_multiplicity": 1, "de_lowest_ev": 1.633, "homo_lumo_gap_ev": 8.87, "homo_energy_ev": -8.0, "smiles": "C=C(Cl)N(C)C", "symbols": ["C", "C", "C", "C", "N", "Cl", "H", "H", "H", "H", "H", "H", "H", "H"], "coordinates": [[1.580028, -0.535050, -1.720841], [1.379995, 0.108383, -0.484111], [0.144846, 0.752889, 1.561921], [-1.009304, 0.087798, -0.418158], [0.255314, 0.019325, 0.316812], [2.844605, 0.803931, 0.199482], [2.634128, -0.521024, -2.083865], [0.664101, -0.702529, -2.386842], [1.115785, 0.799481, 2.141825], [-0.071194, 1.880079, 1.234035], [-0.788077, 0.591555, 2.065942], [-1.486351, 1.127764, -0.537618], [-0.842674, -0.318527, -1.482913], [-1.791189, -0.470952, 0.232031]], "forces_ev_per_angstrom": [[-1.05, 2.14, 1.30], [1.19, -2.26, -2.38], [1.23, 3.94, -1.25], [-1.51, -0.62, -0.43], [-0.70, 0.71, -0.23], [-0.45, -0.19, 0.30], [-1.36, 0.00, -0.06], [1.94, -0.31, 0.99], [-1.58, -0.53, -0.41], [0.73, -1.61, 0.77], [-0.02, -1.11, 0.61], [1.20, -0.97, 0.26], [-0.83, 0.34, 2.07], [1.20, 0.47, -1.54]]}

***

Entry 4:
{"formula": "C12H10ClF5Hg", "method": "ωB97M-V with the def2-TZVPD basis set", "spin_multiplicity": 1, "homo_lumo_gap_ev": 6.33, "homo_energy_ev": -0.3, "total_charge": -2, "symbols": ["C", "C", "C", "H", "C", "C", "H", "H", "H", "H", "Hg", "Cl", "C", "C", "C", "H", "C", "C", "H", "H", "H", "H", "F", "C", "F", "C", "F", "F", "F"], "coordinates": [[-3.453123, 0.899744, 0.917315], [-2.329900, 1.667528, 0.489361], [-1.184755, 1.265732, 1.259364], [-2.292217, 2.380672, -0.333158], [-1.627667, 0.268747, 2.190706], [-3.005126, 0.034578, 1.973542], [-3.628332, -0.666119, 2.535083], [-4.466268, 0.995503, 0.532126], [-0.180396, 1.679379, 1.196318], [-0.986912, -0.239911, 2.892193], [0.212360, 0.054224, -0.894107], [-0.992983, -0.971766, -2.732279], [2.085991, 0.110478, -2.297282], [2.817087, 0.234755, -1.063970], [2.612701, 1.544386, -0.550821], [3.520360, -0.492134, -0.688311], [1.732743, 2.242539, -1.418803], [1.391309, 1.373540, -2.508216], [0.774862, 1.623201, -3.378696], [2.093737, -0.762308, -2.951991], [3.156268, 1.959218, 0.292307], [1.468657, 3.297113, -1.352503], [1.508723, -1.339738, 1.447796], [0.738617, -1.844964, 0.423469], [1.613659, -2.451911, -0.478164], [-0.188258, -2.948198, 0.981380], [0.558918, -4.050136, 1.280239], [-0.795686, -2.552035, 2.130355], [-1.154369, -3.312117, 0.106745]], "forces_ev_per_angstrom": [[1.12, 0.30, 0.36], [-0.06, -0.69, 0.28], [-0.78, -0.45, 0.01], [-0.14, -0.10, 0.18], [-0.42, 0.55, -0.74], [0.28, 0.69, -0.27], [0.19, 0.16, -0.21], [0.19, -0.15, 0.02], [-0.16, 0.13, 0.14], [-0.01, -0.06, 0.07], [-2.04, -1.23, 2.12], [-1.15, -0.65, -1.37], [0.99, 1.02, 0.31], [0.47, 1.09, -1.18], [0.55, -0.13, -0.65], [-0.23, -0.12, 0.19], [0.55, -0.16, -0.30], [0.75, -0.11, 0.04], [0.21, -0.19, 0.53], [-0.24, 0.38, 0.29], [-0.35, -0.05, 0.05], [-0.14, -0.34, 0.11], [0.25, -0.88, 0.52], [-0.90, 1.69, -1.19], [-0.02, -0.69, 0.67], [0.35, 0.91, 0.02], [-0.50, -0.37, 0.12], [0.43, -0.59, -0.77], [0.80, 0.05, 0.62]]}

***

Summary of E in eV
-285712.8515 -15143.8876 -18288.1387 -42888.8302
(order as listed above)
Summary of maximum force in eV/A
7.4 1.4 4.3 3.2
(order as listed above)